Record 1
ORCA calculation (wB97M-V/def2-TZVPD) on a structure of composition C29H26Cl5MoNO4P2S2 in a non-equilibrium geometry.

## Properties
- Total charge: +3
- Electronic energy: -144866.438 eV
- LUMO (alpha / beta): -11.3442 / -11.1171 eV
- Spin multiplicity: 2
- Orbital gap (alpha / beta): 5.26 / 5.62 eV
- <S²>: 0.81
- ΔE to the lowest compared entry with this formula, charge and spin: 7.91 kcal/mol
- Highest occupied orbital energy (alpha / beta): -16.606 / -16.740 eV

```
70
Properties=species:S:1:pos:R:3:lowdin_spin:R:1
Mo -0.38542 -0.78441 -0.62795 1.107
Cl -2.23782 -7.22439 -3.49460 -0.018
C -1.78321 -5.65439 -3.08008 -0.030
C -1.95333 -5.22047 -1.75295 0.001
Cl -2.61671 -6.22736 -0.55572 0.002
C -1.56217 -3.94375 -1.44247 -0.015
Cl -1.73988 -3.26570 0.14455 0.007
C -1.00555 -3.11957 -2.40629 -0.010
O -0.60501 -1.89451 -1.98292 -0.050
C -0.85300 -3.51328 -3.72172 -0.016
Cl -0.21724 -2.40280 -4.85084 -0.007
C -1.24483 -4.80021 -4.06015 0.003
Cl -1.06661 -5.33303 -5.66045 0.003
O 0.29054 -0.06443 2.11024 0.003
N -0.87307 -0.12388 1.34514 -0.001
C -1.98406 0.08518 1.96689 0.003
C -3.28869 0.31068 1.38657 0.002
C -4.35861 0.24523 2.27574 0.000
C -5.63687 0.58251 1.85775 0.000
C -5.83477 1.03065 0.56328 0.002
C -4.76544 1.11231 -0.33220 0.000
C -3.49400 0.74100 0.06281 0.007
P -2.16678 0.87302 -1.16325 0.004
C -2.89571 0.21246 -2.68493 -0.002
C -3.42670 -1.08499 -2.63052 -0.001
C -3.97637 -1.65630 -3.76368 0.001
C -3.99140 -0.94206 -4.96020 -0.002
C -3.47253 0.34223 -5.01391 0.000
C -2.92069 0.92614 -3.87919 0.000
C -1.68287 2.58023 -1.33450 0.005
C -2.24826 3.55219 -0.51013 0.001
C -1.89070 4.88226 -0.67821 0.000
C -0.96924 5.23796 -1.65154 0.000
C -0.38817 4.26721 -2.46110 0.000
C -0.73631 2.93760 -2.30284 -0.001
H 0.03812 0.21750 3.00717 0.000
H -1.92147 0.15576 3.05078 0.000
H -4.19144 -0.06991 3.30084 0.000
H -6.46758 0.51631 2.54895 0.000
H -6.82495 1.32614 0.23820 0.000
H -4.93907 1.46130 -1.34357 0.000
H -3.44795 -1.63375 -1.69420 0.001
H -4.41488 -2.64564 -3.71547 0.000
H -4.42540 -1.38596 -5.84706 0.000
H -3.50596 0.90274 -5.93905 0.000
H -2.54792 1.93819 -3.93025 0.000
H -2.96920 3.28662 0.25297 0.000
H -2.33607 5.64088 -0.04804 0.000
H -0.69900 6.27768 -1.78121 0.000
H 0.33385 4.55058 -3.21609 0.000
H -0.28405 2.18915 -2.94287 0.000
C 3.80492 -3.32922 -3.88827 0.000
C 3.38432 -1.92813 -3.54721 0.000
O 2.45687 -1.98577 -2.38104 0.002
P 2.54157 -1.12021 -1.10041 0.019
S 1.34545 0.57809 -1.36330 -0.006
S 1.55642 -2.09844 0.33607 -0.023
O 3.94616 -0.58059 -0.88609 0.007
C 5.25125 -1.25997 -0.55377 0.002
C 5.25708 -1.71548 0.87878 0.000
H 4.40370 -3.30699 -4.80006 0.000
H 2.93527 -3.96226 -4.06741 0.000
H 4.40679 -3.77468 -3.09321 0.000
H 2.81632 -1.45592 -4.34425 0.000
H 4.22374 -1.28736 -3.28818 0.000
H 5.98547 -0.49319 -0.75982 0.000
H 5.36436 -2.07523 -1.26332 0.000
H 4.96211 -0.90606 1.54696 0.000
H 6.27488 -2.00777 1.13821 0.000
H 4.60968 -2.57852 1.04057 0.000
```

Record 2
ORCA calculation (wB97M-V/def2-TZVPD) on a structure of composition C10H30MgNO8S5 in a non-equilibrium geometry.

## Properties
- Total charge: +1
- Electronic energy: -88327.007 eV
- LUMO: -7.8024 eV
- Orbital gap: 2.98 eV
- ΔE to the lowest compared entry with this formula, charge and spin: 301.51 kcal/mol
- Highest occupied orbital energy: -10.779 eV

```
55
Properties=species:S:1:pos:R:3:mulliken_charge:R:1
Mg -0.13055 -0.87669 -0.10494 1.435
N 2.01605 -3.69366 3.76623 1.095
O 1.66264 -3.36875 4.89450 -0.480
O 2.98385 -4.32769 3.50688 -0.502
O 1.39446 -3.14975 2.81584 -0.509
C -2.73941 -6.63399 -2.74787 -0.951
S -1.30434 -5.53615 -2.45754 0.480
O -1.83274 -4.39129 -1.58120 -0.616
C -0.43020 -6.81587 -1.38974 -0.923
H -3.02241 -6.87040 -1.72214 0.308
H -2.48257 -7.48281 -3.38162 0.376
H -3.53872 -6.20993 -3.35564 0.332
H -0.83451 -6.89710 -0.38076 0.336
H 0.63232 -6.61392 -1.25420 0.328
H -0.45261 -7.79194 -1.87439 0.336
C 5.92623 -2.72560 -1.74034 -0.891
S 5.15970 -1.07321 -2.16909 0.457
O 3.67793 -1.21918 -1.74558 -0.628
C 6.03744 -0.22789 -0.82424 -0.928
H 5.34501 -3.45837 -2.30010 0.308
H 5.91419 -2.87351 -0.66049 0.285
H 6.95797 -2.90637 -2.04189 0.373
H 5.56474 0.74858 -0.71857 0.320
H 7.07300 -0.03504 -1.10446 0.372
H 6.03680 -0.68670 0.16449 0.318
C -0.39405 4.84083 -3.85290 -0.866
S -1.72047 3.56153 -3.97278 0.475
O -1.54026 2.66885 -2.74288 -0.617
C -3.02162 4.78827 -3.40038 -0.976
H 0.56115 4.43408 -3.52089 0.329
H -0.64461 5.65144 -3.16863 0.280
H -0.21745 5.24253 -4.85067 0.337
H -3.98148 4.27228 -3.42293 0.320
H -3.01008 5.57517 -4.15453 0.382
H -2.88389 5.26582 -2.43028 0.329
C 1.65305 3.38513 4.90272 -0.962
S 1.73459 3.72597 3.04009 0.469
O 1.91864 2.40136 2.30640 -0.585
C 3.31924 4.64695 3.27220 -0.947
H 1.56538 4.22873 5.58736 0.382
H 2.59932 2.97326 5.25348 0.323
H 0.78855 2.75628 5.11553 0.303
H 4.09017 3.97762 3.65401 0.338
H 3.31937 5.46387 3.99382 0.378
H 3.52056 5.10807 2.30528 0.292
C -6.23222 -0.05481 0.77091 -0.911
S -5.18541 0.42332 2.20877 0.500
O -3.80707 0.40535 1.62466 -0.625
C -5.63422 2.20216 2.14155 -0.940
H -5.78307 0.12435 -0.20596 0.317
H -7.18351 0.47731 0.77064 0.330
H -6.33845 -1.13940 0.79249 0.322
H -4.93829 2.75659 2.77115 0.319
H -6.63534 2.42348 2.51153 0.376
H -5.53300 2.53103 1.10730 0.294
```

Record 3
ORCA calculation (wB97M-V/def2-TZVPD) on a structure of composition C39H30AuN4S8.

## Properties
- Total charge: +1
- Electronic energy: -137251.279 eV
- LUMO (alpha / beta): -2.4859 / -4.2679 eV
- Spin multiplicity: 3
- Orbital gap (alpha / beta): 6.99 / 6.29 eV
- <S²>: 2.03
- Highest occupied orbital energy (alpha / beta): -9.474 / -10.554 eV

```
82
Properties=species:S:1:pos:R:3:lowdin_spin:R:1
Au -1.66067 -1.80866 2.31535 0.491
S -8.44732 -2.95307 4.65098 0.152
C -6.93702 -2.67103 4.15148 0.000
S -6.35289 -1.09776 3.68928 0.024
C -4.72333 -1.54037 3.29804 0.190
C -4.42746 -2.91290 3.43148 0.178
S -2.95571 -3.63391 3.05216 0.345
S -5.72134 -3.90868 4.01570 0.017
S -3.63652 -0.35154 2.81135 0.395
N -0.16539 -0.32743 2.15442 0.061
S -0.01343 1.03068 1.66859 0.020
N 0.87988 1.26102 0.33549 0.002
S 1.61367 0.19487 -0.49011 0.000
N 1.22671 -1.25522 -0.70329 -0.001
S -0.09714 -2.23824 -0.61185 0.016
N -0.54881 -2.81832 0.63897 0.077
C -1.31193 -1.32504 -1.55984 -0.001
C -2.60112 -1.28849 -1.05793 0.001
C -3.58414 -0.60708 -1.76556 0.001
C -3.27209 0.00868 -2.96557 0.000
C -1.97855 -0.05757 -3.47513 0.000
C -0.99165 -0.73359 -2.77801 0.000
C 0.43976 -3.47040 -1.77375 0.009
C 1.67592 -3.48309 -2.39644 0.003
C 1.98161 -4.52541 -3.26071 0.000
C 1.05680 -5.53087 -3.49744 0.001
C -0.17701 -5.51014 -2.86041 0.000
C -0.48994 -4.48262 -1.98797 0.001
C 3.26823 0.12047 0.13678 0.000
C 3.91879 1.33042 0.35664 0.000
C 5.21186 1.30690 0.84674 0.000
C 5.83331 0.09117 1.11095 0.000
C 5.16631 -1.10322 0.89425 0.000
C 3.86939 -1.09970 0.39568 0.000
C 1.78136 0.99217 -2.06723 0.000
C 1.24252 2.24851 -2.28941 0.000
C 1.37496 2.81422 -3.55210 0.000
C 2.04396 2.13212 -4.55517 0.000
C 2.59574 0.87953 -4.30934 0.000
C 2.46835 0.30144 -3.05924 0.000
C -1.47874 1.95338 1.27559 0.002
C -1.97856 1.99184 -0.01746 0.001
C -3.16840 2.66510 -0.25285 0.001
C -3.83839 3.28773 0.79024 0.000
C -3.33243 3.23205 2.08190 0.001
C -2.14869 2.55922 2.33272 0.001
C 0.85422 2.11626 2.77810 0.007
C 1.08230 3.45164 2.46749 0.001
C 1.75506 4.24021 3.38226 0.000
C 2.18863 3.69281 4.58746 0.000
C 1.95467 2.36085 4.88070 0.000
C 1.27259 1.55796 3.97239 0.000
H -2.83645 -1.78888 -0.13081 0.001
H -4.59172 -0.56448 -1.37431 0.000
H -4.04162 0.53058 -3.51901 0.000
H -1.74488 0.40536 -4.42454 0.000
H 0.00849 -0.80886 -3.18125 0.000
H 2.39784 -2.70774 -2.19448 0.000
H 2.94804 -4.55457 -3.74475 0.000
H 1.29930 -6.33861 -4.17319 0.000
H -0.89281 -6.30100 -3.03653 0.000
H -1.43675 -4.46879 -1.46610 0.000
H 3.41839 2.26902 0.16157 0.000
H 5.73442 2.23548 1.02781 0.000
H 6.84448 0.07918 1.49342 0.000
H 5.65083 -2.04440 1.11441 0.000
H 3.32471 -2.01896 0.23731 0.000
H 0.72257 2.76332 -1.49666 0.000
H 0.95643 3.79179 -3.74598 0.000
H 2.14382 2.57901 -5.53447 0.000
H 3.12573 0.35574 -5.09270 0.000
H 2.89583 -0.66945 -2.85789 0.000
H -1.45637 1.50774 -0.83308 0.000
H -3.56865 2.70412 -1.25608 0.000
H -4.76008 3.81926 0.59725 0.000
H -3.86001 3.71016 2.89534 0.000
H -1.75241 2.50801 3.33855 0.000
H 0.74327 3.86522 1.52683 0.000
H 1.94101 5.28155 3.16164 0.000
H 2.70870 4.31561 5.30195 0.000
H 2.29482 1.94212 5.81731 0.000
H 1.06516 0.51555 4.17206 0.000
```

Record 4
ORCA calculation (wB97M-V/def2-TZVPD) on an isolated molecule of C9H8N2O2 in a non-equilibrium geometry.

## Properties
- Total charge: 0
- Electronic energy: -16537.385 eV
- SMILES: Nc1cc(O)c(O)c2cccnc12
- LUMO: 0.3563 eV
- Orbital gap: 7.62 eV
- ΔE to the lowest compared entry with this formula, charge and spin: 32.75 kcal/mol
- Highest occupied orbital energy: -7.263 eV

```
21
Properties=species:S:1:pos:R:3:mulliken_charge:R:1
N -0.49092 2.92749 0.12417 -0.423
C 0.06714 1.73736 0.00232 0.014
C 1.43229 1.48714 -0.02737 -0.975
C 1.95206 0.18390 -0.02392 0.355
O 3.29449 -0.03562 -0.22329 -0.564
C 1.13452 -0.95981 0.02346 0.248
O 1.62979 -2.23296 0.23492 -0.607
C -0.26433 -0.76764 0.01550 0.545
C -1.15755 -1.84457 -0.13178 -0.402
C -2.56020 -1.55294 -0.13699 -0.481
C -2.99878 -0.21942 0.02060 -0.440
N -2.11165 0.77572 -0.02805 -0.567
C -0.77178 0.58281 0.06569 0.568
H 0.14322 3.76145 0.13332 0.206
H -1.49499 2.94954 0.09566 0.255
H 2.11836 2.22741 -0.04169 0.459
H 3.48801 -0.92690 -0.52864 0.314
H 1.62648 -2.46154 1.17761 0.343
H -0.69758 -2.87091 -0.20097 0.367
H -3.30067 -2.29519 -0.17173 0.427
H -4.05919 -0.03870 -0.07458 0.357
```